--- A ---
Here is a 2-piece molecular cluster, C4H9N2O2 overall from the Open Molecules 2025 dataset. Energies are from the ωB97M-V functional and the def2-TZVPD basis.

Total charge: -1
Kohn-Sham gap in eV: 7.4
E_HOMO in hartree: -0.1314
E_LUMO in eV: 3.85

Last columns: bonded neighbours and bond lengths (Å).
CARTESIAN COORDINATES (ANGSTROEM)
1 O 0.09 -1.60 -0.87  C2 1.257
2 C 0.23 -1.02 0.24  O1 1.257, N3 1.309, C6 1.561
3 N 1.36 -0.88 0.87  C2 1.309, H9 1.014
4 C 3.54 1.58 -0.48  O5 1.218, H10 1.091, H11 1.095
5 O 3.91 2.74 -0.36  C4 1.218
6 C -1.12 -0.75 0.98  C2 1.561, N7 1.459, H12 1.096, H13 1.102
7 N -2.34 -0.82 0.19  C6 1.459, C8 1.442, H14 1.006
8 C -2.33 0.17 -0.86  N7 1.442, H15 1.091, H16 1.097, H17 1.105
9 H 1.51 -0.30 1.69  N3 1.014
10 H 2.98 1.17 0.36  C4 1.091
11 H 3.84 1.16 -1.44  C4 1.095
12 H -1.12 -1.45 1.83  C6 1.096
13 H -1.11 0.21 1.52  C6 1.102
14 H -2.29 -1.72 -0.25  N7 1.006
15 H -1.45 0.24 -1.50  C8 1.091
16 H -3.24 0.08 -1.45  C8 1.097
17 H -2.47 1.20 -0.47  C8 1.105

--- B ---
Here is a 2-piece molecular cluster, C4H9N2O2 overall from the Open Molecules 2025 dataset. Energies are from the ωB97M-V functional and the def2-TZVPD basis.

Total charge: -1
Kohn-Sham gap in eV: 7.4
E_HOMO in hartree: -0.1323
E_LUMO in eV: 3.81

Last columns: bonded neighbours and bond lengths (Å).
CARTESIAN COORDINATES (ANGSTROEM)
1 O -1.49 -2.13 -0.82  C2 1.262
2 C -0.48 -1.41 -0.58  O1 1.262, N3 1.323, C6 1.533
3 N 0.72 -1.84 -0.22  C2 1.323, H9 1.019
4 C 2.32 0.60 1.68  O5 1.223, H10 1.099, H11 1.102
5 O 2.47 1.66 1.10  C4 1.223
6 C -0.52 0.10 -0.85  C2 1.533, C7 1.503, N8 1.466, H12 1.084
7 C -0.75 0.84 0.44  C6 1.503, H13 1.102, H14 1.090, H15 1.087
8 N -1.46 0.46 -1.92  C6 1.466, H16 1.016, H17 1.015
9 H 0.63 -2.84 -0.06  N3 1.019
10 H 2.27 0.69 2.77  C4 1.099
11 H 2.25 -0.25 0.98  C4 1.102
12 H 0.48 0.41 -1.14  C6 1.084
13 H -0.83 1.93 0.34  C7 1.102
14 H -1.63 0.64 1.04  C7 1.090
15 H 0.12 0.70 1.07  C7 1.087
16 H -1.79 -0.42 -2.31  N8 1.016
17 H -2.30 0.86 -1.51  N8 1.015

Which structure wins on stability? B wins.